No. 1
The following is a DFT calculation (ωB97M-V/def2-TZVPD) of a molecular structure, C34H48CaN4OSSe4Si2.

Geometry as XYZ:
```
95
Properties=species:S:1:pos:R:3:lowdin_charge:R:1
Ca -0.23 0.19 0.80 0.894
C -1.20 2.83 2.94 -0.158
N 0.06 2.35 2.35 -0.189
C 1.00 2.10 3.46 -0.165
C 1.92 0.93 3.30 -0.282
C 3.18 0.94 3.90 -0.026
C 3.92 -0.23 3.91 -0.074
C 3.37 -1.37 3.37 -0.057
C 2.11 -1.29 2.79 -0.210
N 1.42 -0.16 2.72 0.022
C 0.59 3.33 1.41 -0.147
C 1.86 2.88 0.76 -0.267
C 2.89 3.78 0.49 -0.025
C 4.02 3.32 -0.17 -0.079
C 4.09 1.98 -0.53 -0.062
C 3.02 1.16 -0.22 -0.119
N 1.93 1.60 0.40 0.060
C -2.24 3.09 1.89 -0.272
C -2.99 4.26 1.87 -0.030
C -3.95 4.41 0.88 -0.080
C -4.11 3.40 -0.06 -0.057
C -3.30 2.28 0.03 -0.159
N -2.39 2.12 0.99 0.106
H -1.04 3.73 3.55 0.128
H -1.55 2.04 3.61 0.038
H 0.39 1.83 4.34 0.011
H 1.56 3.02 3.70 0.128
H 3.55 1.85 4.35 0.105
H 4.90 -0.25 4.38 0.097
H 3.87 -2.33 3.42 0.092
H 1.61 -2.18 2.42 -0.004
H 0.76 4.30 1.91 0.127
H -0.15 3.49 0.62 0.112
H 2.79 4.81 0.80 0.106
H 4.84 4.00 -0.39 0.097
H 4.95 1.58 -1.05 0.096
H 3.00 0.11 -0.50 0.088
H -2.81 5.02 2.61 0.102
H -4.55 5.31 0.84 0.096
H -4.83 3.48 -0.86 0.105
H -3.37 1.49 -0.70 0.075
C -3.05 -3.08 -0.60 -0.280
Si -2.61 -1.21 -0.29 0.502
C -4.27 -0.78 0.60 -0.276
C -2.93 -0.50 -2.11 -0.344
C -3.99 -1.05 -2.84 -0.139
C -4.27 -0.69 -4.15 -0.131
C -3.46 0.26 -4.78 -0.134
C -2.42 0.82 -4.07 -0.143
C -2.12 0.47 -2.74 -0.334
Si -0.62 1.38 -1.86 0.524
C 0.80 1.06 -3.14 -0.263
C -0.95 3.23 -2.33 -0.275
H -4.14 -3.22 -0.59 0.005
H -2.65 -3.71 0.20 -0.004
H -2.68 -3.46 -1.55 -0.004
H -5.12 -0.74 -0.10 0.008
H -4.26 0.14 1.19 -0.014
H -4.47 -1.59 1.31 0.009
H -4.62 -1.80 -2.37 0.080
H -5.10 -1.14 -4.68 0.081
H -3.65 0.55 -5.80 0.079
H -1.80 1.56 -4.57 0.071
H 0.51 1.26 -4.17 0.003
H 1.15 0.03 -3.08 -0.023
H 1.65 1.70 -2.89 -0.003
H -1.21 3.38 -3.39 -0.004
H -0.02 3.80 -2.15 -0.002
H -1.73 3.70 -1.73 -0.014
Se -1.21 0.28 5.63 -0.236
Se -0.27 -1.84 5.27 -0.228
Se -1.17 -2.36 3.11 -0.232
Se -0.17 -4.46 2.76 -0.267
C 3.63 -4.57 1.38 -0.127
C 3.42 -4.64 -0.13 -0.297
C 3.02 -3.30 -0.73 -0.338
S 1.40 -2.76 -0.12 0.888
O 1.32 -1.29 -0.48 -0.649
C 0.33 -3.64 -1.30 -0.316
C -0.03 -2.84 -2.54 -0.281
C 1.07 -2.70 -3.58 -0.117
H 4.05 -5.51 1.75 0.070
H 2.70 -4.39 1.91 0.003
H 4.33 -3.77 1.63 0.061
H 2.66 -5.39 -0.37 0.100
H 4.34 -4.96 -0.62 0.101
H 3.01 -3.31 -1.82 0.072
H 3.69 -2.50 -0.40 0.090
H -0.55 -3.90 -0.72 0.049
H 0.86 -4.57 -1.54 0.089
H -0.37 -1.85 -2.22 0.070
H -0.91 -3.31 -2.98 0.108
H 1.88 -2.07 -3.22 0.050
H 0.67 -2.22 -4.48 0.074
H 1.48 -3.67 -3.87 0.068
```

Values from the calculation:
- Total energy: -12879.3022 hartree
- Kohn-Sham gap: 4.411 eV
- Charge: -2
- Energy relative to the best compared isomer or geometry (same formula, charge and spin): 0.0 kcal per mole

***

No. 2
The following is a DFT calculation (ωB97M-V/def2-TZVPD) of 2 unconnected molecules or ions with the total composition C5H10NO3 at a distorted geometry.

Geometry as XYZ:
```
19
Properties=species:S:1:pos:R:3:lowdin_charge:R:1
C -2.76 -0.92 1.86 -0.047
C -1.38 -1.52 1.98 -0.760
O -0.48 -1.14 1.16 -0.134
O -1.17 -2.37 2.87 -0.080
H -3.10 -1.06 0.83 0.067
H -2.50 0.14 2.01 0.071
H -3.40 -1.23 2.68 0.059
C 1.31 0.96 -0.50 -0.158
C 2.69 1.50 -0.94 -0.110
C 0.64 0.33 -1.73 -0.569
O 0.82 0.79 -2.86 -0.030
N -0.33 -0.56 -1.49 0.156
H 1.29 0.20 0.30 0.092
H 0.61 1.66 -0.04 0.112
H 2.99 1.04 -1.88 0.059
H 3.51 1.39 -0.23 0.059
H -0.86 -0.84 -2.30 0.098
H -0.52 -0.93 -0.54 0.054
H 2.62 2.56 -1.19 0.061
```

Values from the calculation:
- Total energy: -477.0908 hartree
- Kohn-Sham gap: 8.286 eV
- Charge: -1
- Energy relative to the best compared isomer or geometry (same formula, charge and spin): 7.0 kcal per mole